(1)
{
  "formula": "C56H70B2F4IrN7O2PS2Te",
  "method": "ωB97M-V/def2-TZVPD",
  "species": ["Ir", "C", "N", "C", "C", "N", "B", "N", "C", "C", "N", "C", "C", "S", "C", "S", "H", "H", "H", "H", "H", "H", "H", "H", "H", "H", "H", "H", "F", "B", "F", "F", "F", "C", "C", "C", "C", "C", "C", "Te", "N", "C", "O", "C", "C", "C", "C", "C", "C", "C", "C", "C", "C", "C", "C", "C", "C", "C", "C", "H", "H", "H", "H", "H", "H", "H", "H", "H", "H", "H", "H", "H", "H", "H", "H", "H", "H", "H", "H", "H", "H", "H", "C", "N", "N", "C", "O", "C", "C", "C", "C", "C", "C", "C", "C", "C", "H", "H", "H", "H", "H", "H", "H", "H", "H", "H", "H", "H", "C", "C", "C", "C", "P", "C", "C", "C", "C", "C", "C", "C", "C", "C", "C", "H", "H", "H", "H", "H", "H", "H", "H", "H", "H", "H", "H", "H", "H", "H", "H", "H", "H", "H", "H", "H", "H", "H"],
  "xyz": [[-0.57431, 0.39061, 1.70118], [4.35006, -0.63898, 1.29132], [3.79325, -0.31881, 2.59446], [4.45630, -0.57827, 3.75934], [3.76422, 0.03808, 4.74418], [2.69807, 0.69153, 4.18601], [2.05133, 1.77575, 5.17365], [0.93771, 2.67187, 4.57843], [0.95043, 4.03418, 4.72542], [-0.29159, 4.49453, 4.44948], [-1.06248, 3.40396, 4.13721], [-2.46791, 3.48427, 3.77098], [-0.29642, 2.30328, 4.22871], [-0.70201, 0.61886, 4.07392], [2.69598, 0.43084, 2.87602], [1.60175, 1.05992, 1.66015], [4.52990, -1.71037, 1.22142], [5.29009, -0.10378, 1.16615], [3.65998, -0.32390, 0.52005], [5.36743, -1.14919, 3.78201], [3.96451, 0.10888, 5.79826], [1.64350, 1.15847, 6.12352], [2.95886, 2.51425, 5.45118], [1.84730, 4.56060, 4.99338], [-0.68151, 5.49396, 4.39382], [-2.79868, 4.50109, 3.95934], [-3.04439, 2.78615, 4.37625], [-2.57853, 3.26516, 2.71473], [0.95874, 4.23260, 1.57291], [-0.28147, 4.05511, 1.00579], [-0.69327, 2.62730, 1.28986], [-0.26956, 4.15708, -0.37317], [-1.25711, 4.84167, 1.59129], [8.06578, -0.27841, -5.81354], [6.67450, 0.02018, -5.32687], [6.44702, 0.51596, -4.04954], [5.16261, 0.75644, -3.57688], [4.98400, 1.33864, -2.20053], [4.07028, 0.48952, -4.41154], [2.12965, 0.68334, -3.58763], [-1.07728, 0.19729, -0.07290], [-2.11423, 0.24809, -0.90827], [-3.14731, -0.32759, -0.53408], [-1.99052, 1.00279, -2.17281], [-3.00182, 0.84932, -3.11666], [-3.00950, 1.64888, -4.24596], [-2.01821, 2.60858, -4.42194], [-1.00969, 2.75822, -3.48126], [-0.98631, 1.94975, -2.35357], [1.17746, -1.00908, -4.42147], [-0.12313, -0.76806, -4.86792], [-0.91583, -1.79728, -5.34611], [-0.40086, -3.08449, -5.40270], [0.89116, -3.32243, -4.96820], [1.70044, -2.30508, -4.45822], [3.08691, -2.67407, -3.99946], [4.27392, 0.07928, -5.73424], [3.16410, -0.07010, -6.74106], [5.57784, -0.16802, -6.15571], [8.81260, -0.01034, -5.06749], [8.28867, 0.27240, -6.72835], [8.17890, -1.34040, -6.03785], [7.29291, 0.72997, -3.40484], [4.54333, 2.33765, -2.24540], [5.94326, 1.42574, -1.69064], [4.31135, 0.72759, -1.59447], [-3.77711, 0.11477, -2.94232], [-3.79446, 1.53930, -4.98275], [-2.03908, 3.24906, -5.29443], [-0.24906, 3.51660, -3.60880], [-0.23268, 2.11268, -1.59180], [-0.52057, 0.23950, -4.84337], [-1.92133, -1.58907, -5.68875], [-1.00156, -3.89933, -5.78559], [1.29372, -4.32864, -5.01424], [3.71921, -2.93293, -4.85196], [3.04990, -3.55057, -3.34888], [3.58279, -1.86459, -3.47019], [2.28974, 0.51907, -6.46929], [2.83993, -1.10851, -6.84329], [3.51084, 0.26497, -7.71852], [5.73718, -0.50026, -7.17681], [-7.20007, 1.08185, 1.08663], [-6.03034, 1.17954, 1.96023], [-4.80622, 1.52931, 1.42608], [-3.81914, 0.90332, 2.16623], [-2.59776, 1.09128, 1.90075], [-4.47446, 0.22641, 3.22359], [-5.81971, 0.37321, 3.02082], [-6.96119, -0.25241, 3.73923], [-4.69593, 2.78737, 0.73392], [-5.74365, 3.70054, 0.82709], [-5.65200, 4.92194, 0.17910], [-4.51468, 5.25316, -0.54056], [-3.46164, 4.35530, -0.59670], [-3.54574, 3.12291, 0.03257], [-6.92339, 1.42743, 0.09604], [-8.01627, 1.69473, 1.46407], [-7.52289, 0.04383, 1.01727], [-3.99137, -0.30833, 4.01984], [-6.62445, -0.63961, 4.69773], [-7.37189, -1.08539, 3.16448], [-7.76224, 0.46546, 3.91154], [-6.61661, 3.49062, 1.42649], [-6.47328, 5.62195, 0.25740], [-4.44187, 6.21287, -1.03374], [-2.54615, 4.60606, -1.11613], [-2.70456, 2.46131, 0.00545], [-1.18503, -4.38782, 2.64844], [-1.67199, -3.06029, 2.04891], [-2.62887, -3.37503, 0.89228], [-2.48825, -2.31138, 3.09098], [-0.21343, -1.94646, 1.54303], [1.08219, -2.43693, 2.76319], [0.80761, -2.24023, 4.11764], [1.67289, -2.66912, 5.11102], [2.84865, -3.31897, 4.77576], [3.14519, -3.52595, 3.43930], [2.27821, -3.08859, 2.44806], [0.37035, -2.53764, -0.17296], [-0.61327, -2.28284, -1.34012], [1.66446, -1.83006, -0.56700], [0.58059, -4.06739, -0.12735], [-2.07401, -4.92346, 2.99026], [-0.52896, -4.25869, 3.50562], [-0.68369, -5.02155, 1.92041], [-3.44883, -3.96071, 1.31561], [-2.17603, -3.97847, 0.11012], [-3.05103, -2.47401, 0.45424], [-3.38460, -2.89451, 3.31620], [-2.80461, -1.36079, 2.68826], [-1.96091, -2.14943, 4.03046], [-0.11047, -1.77518, 4.42709], [1.41527, -2.49744, 6.14788], [3.52597, -3.66149, 5.54720], [4.05609, -4.03825, 3.15578], [2.55208, -3.29584, 1.42980], [-0.43864, -3.06576, -2.08212], [-1.66343, -2.30959, -1.07386], [-0.40268, -1.33256, -1.82385], [1.56886, -0.74776, -0.47899], [2.52562, -2.16247, 0.00122], [1.85550, -2.04456, -1.61990], [1.15118, -4.33064, -1.02098], [-0.36418, -4.60248, -0.18380], [1.12006, -4.44333, 0.73458]],
  "atomic_forces_ev_per_a": [[-0.3, 0.3, 0.0], [0.0, 0.0, 0.0], [0.0, 0.0, -0.1], [0.0, 0.1, 0.1], [0.1, 0.1, -0.1], [0.0, 0.1, 0.0], [0.0, 0.0, 0.0], [0.1, 0.0, 0.2], [0.0, 0.0, -0.1], [0.0, 0.0, -0.1], [0.0, -0.1, 0.1], [-0.1, -0.1, 0.0], [0.0, 0.0, 0.0], [-0.1, -0.1, -0.2], [-0.1, -0.1, 0.1], [0.5, 0.0, -0.1], [0.0, 0.0, 0.0], [0.0, 0.0, 0.0], [-0.1, 0.0, -0.1], [0.0, 0.0, 0.0], [0.0, 0.0, 0.0], [0.0, 0.0, 0.0], [0.0, 0.0, 0.0], [0.0, 0.0, 0.0], [0.0, 0.0, 0.0], [0.0, 0.0, 0.0], [0.0, 0.0, 0.0], [0.0, 0.0, 0.1], [0.0, 0.0, 0.0], [0.1, -0.1, -0.1], [-0.1, 0.1, 0.1], [0.0, 0.1, 0.0], [0.1, 0.1, -0.1], [0.0, 0.0, 0.0], [0.0, 0.0, 0.0], [0.0, 0.0, 0.0], [0.0, 0.0, 0.0], [0.0, 0.0, 0.0], [0.0, -0.1, 0.0], [0.1, 0.1, -0.1], [0.2, -0.3, 0.0], [-0.3, 0.2, 0.6], [0.1, 0.0, -0.3], [0.0, 0.1, -0.1], [0.0, -0.1, -0.1], [0.0, 0.0, 0.0], [0.0, 0.0, 0.0], [0.0, 0.0, 0.0], [-0.1, 0.0, 0.1], [-0.1, 0.0, 0.1], [0.0, 0.0, 0.0], [0.0, 0.0, 0.0], [0.0, 0.0, 0.0], [0.0, 0.0, 0.0], [0.0, 0.0, 0.0], [0.0, 0.0, 0.0], [0.0, 0.0, 0.0], [0.0, 0.0, 0.0], [0.0, 0.0, 0.0], [0.0, 0.0, 0.0], [0.0, 0.0, 0.0], [0.0, 0.0, 0.0], [0.0, 0.0, 0.0], [0.0, 0.0, 0.0], [0.0, 0.0, 0.0], [0.0, 0.0, 0.0], [0.0, 0.0, 0.0], [0.0, 0.0, 0.0], [0.0, 0.0, 0.0], [0.0, 0.0, 0.0], [0.0, 0.0, 0.0], [0.0, 0.0, 0.0], [0.0, 0.0, 0.0], [0.0, 0.0, 0.0], [0.0, 0.0, 0.0], [0.0, 0.0, 0.0], [0.0, 0.0, 0.0], [0.0, 0.0, 0.1], [0.0, 0.0, 0.0], [0.0, 0.0, 0.0], [0.0, 0.0, 0.0], [0.0, 0.0, 0.0], [0.0, -0.1, 0.0], [-0.1, 0.1, 0.0], [0.2, -0.1, -0.1], [0.2, 0.2, 0.0], [-0.4, -0.3, -0.1], [0.1, -0.1, -0.1], [0.0, 0.0, 0.1], [0.0, 0.0, 0.0], [0.0, 0.0, 0.1], [0.0, 0.1, 0.1], [0.0, 0.0, 0.0], [0.0, 0.0, 0.0], [0.0, 0.0, -0.1], [-0.2, -0.1, -0.1], [0.0, 0.0, 0.0], [0.0, 0.0, 0.0], [0.0, 0.0, 0.0], [-0.1, 0.0, 0.0], [0.0, 0.0, 0.0], [0.0, 0.0, 0.0], [0.0, 0.0, 0.0], [0.0, 0.0, 0.0], [0.0, 0.0, 0.0], [0.0, 0.0, 0.0], [0.0, 0.0, 0.0], [0.1, -0.1, 0.0], [0.0, 0.0, 0.0], [0.1, 0.0, 0.0], [0.0, 0.0, 0.0], [0.0, -0.1, 0.1], [0.2, 0.0, 0.2], [0.1, 0.0, -0.1], [0.0, 0.0, 0.0], [0.0, 0.0, 0.0], [0.0, -0.1, 0.0], [0.0, 0.0, 0.0], [-0.1, 0.0, 0.0], [-0.2, 0.0, 0.0], [0.0, 0.0, 0.0], [0.0, 0.0, 0.0], [0.1, 0.0, 0.0], [0.0, 0.0, 0.0], [0.0, 0.0, 0.0], [0.0, 0.0, 0.0], [0.0, 0.0, 0.0], [0.0, 0.0, 0.0], [0.0, 0.1, 0.0], [0.0, 0.0, 0.0], [0.0, 0.1, 0.0], [0.0, 0.0, 0.0], [0.0, 0.1, 0.0], [0.0, 0.0, 0.0], [0.0, 0.0, 0.0], [0.0, 0.0, 0.0], [0.0, 0.0, 0.0], [0.0, 0.0, 0.0], [0.0, 0.0, 0.0], [0.0, -0.1, 0.0], [0.0, 0.0, 0.0], [0.1, 0.1, 0.0], [0.0, 0.0, 0.0], [0.0, 0.0, 0.0], [0.0, 0.0, 0.0], [0.0, 0.0, 0.0]],
  "lumo_ev": [-4.53, -4.54],
  "charge": 1
}



(2)
{
  "formula": "C9H14O",
  "method": "ωB97M-V/def2-TZVPD",
  "species": ["C", "C", "C", "C", "C", "C", "C", "O", "H", "H", "H", "H", "H", "H", "H", "H", "C", "C", "H", "H", "H", "H", "H", "H"],
  "xyz": [[-1.80763, -2.74429, -0.74609], [-1.79126, -2.04169, 1.64505], [-1.48032, -1.74418, 0.29371], [-1.59535, -1.08951, 2.60671], [-0.86943, -0.54092, -0.10487], [-1.05409, 0.15748, 2.17406], [-0.59791, 0.39623, 0.89110], [-0.76898, 1.09365, 3.07501], [-2.18339, -3.02220, 1.89818], [-2.04991, -1.25753, 3.57994], [-0.86550, -2.93774, -1.28070], [-2.39068, -2.30829, -1.56165], [-0.78092, -0.36741, -1.16772], [-0.04806, 1.30958, 0.67791], [-1.21854, 0.88220, 3.89449], [-2.19878, -3.68437, -0.35690], [3.13736, 2.80078, -1.62246], [2.29824, 1.71732, -2.33394], [2.95322, 3.77488, -2.07006], [2.81443, 2.90485, -0.57336], [4.18198, 2.49671, -1.54743], [2.78260, 1.32758, -3.21424], [1.26494, 1.94749, -2.59312], [2.26798, 0.92936, -1.56363]],
  "atomic_forces_ev_per_a": [[0.8, 0.0, -0.4], [0.4, 0.4, 0.6], [-0.5, -1.0, -0.5], [-1.3, -0.6, -1.0], [-0.4, 1.2, 1.6], [0.9, 0.1, 2.5], [0.4, -0.4, -2.9], [-0.5, -0.2, -1.0], [-0.1, 0.2, -0.1], [0.6, 0.3, 0.2], [0.0, -0.3, 0.1], [-0.5, -0.1, 0.3], [0.6, 0.2, 0.1], [-0.3, 0.0, 0.1], [0.0, 0.1, 0.7], [-0.2, 0.3, -0.2], [-1.1, 0.1, 0.3], [0.4, -0.5, 1.5], [0.7, 0.1, -0.1], [-0.1, -0.1, -0.3], [0.0, 0.3, -0.4], [0.2, -0.1, -0.3], [0.1, 0.5, 0.1], [-0.2, -0.4, -0.6]],
  "lumo_ev": [-3.96, -7.62],
  "relative_energy_kcal_mol": 11.5,
  "charge": 1,
  "spin_multiplicity": 2
}



(3)
{
  "formula": "C16H24As4F25MnO12Pt2",
  "method": "ωB97M-V/def2-TZVPD",
  "species": ["Pt", "Pt", "Mn", "As", "F", "F", "F", "F", "F", "F", "As", "F", "F", "F", "F", "F", "F", "As", "F", "F", "F", "F", "F", "F", "As", "F", "F", "F", "F", "F", "F", "F", "C", "C", "C", "O", "C", "O", "O", "H", "H", "H", "H", "H", "H", "C", "C", "C", "O", "C", "O", "O", "H", "H", "H", "H", "H", "H", "C", "C", "C", "O", "C", "O", "O", "H", "H", "H", "H", "H", "H", "C", "C", "C", "O", "C", "O", "O", "H", "H", "H", "H", "H", "H"],
  "xyz": [[-3.71027, -2.04842, -0.13389], [-3.72365, 2.57670, -3.05830], [0.01328, -0.95829, -3.99962], [-0.82835, -3.95128, -1.73813], [0.86772, -4.30349, -1.89394], [-1.01171, -5.13214, -0.32191], [-2.58370, -3.42986, -1.58487], [-0.70478, -2.78821, -3.07292], [-1.38725, -5.28690, -2.80321], [-0.31463, -2.70034, -0.51190], [-6.14515, 1.01070, -0.30210], [-7.28703, 2.32418, -0.73734], [-5.38027, 1.92680, 1.00097], [-4.89226, -0.26515, 0.04301], [-6.98703, 0.10194, -1.61717], [-5.13724, 1.77566, -1.57085], [-7.31667, 0.33046, 0.84533], [-1.24270, 0.95470, -0.63808], [-0.32463, 2.44288, -1.24259], [-0.64415, -0.19582, -1.91455], [-2.29022, -0.41383, -0.00111], [-1.87143, 2.03891, 0.64466], [-2.69953, 1.33613, -1.65417], [0.17524, 0.36990, 0.35932], [-3.79268, -0.95187, -4.22615], [-4.14336, 0.74822, -3.81551], [-3.92121, -0.41666, -5.94233], [-3.23304, -2.61292, -4.55432], [-3.62715, -1.30519, -2.49613], [-5.49270, -1.47690, -4.19689], [-2.03558, -0.34588, -4.15554], [-1.72751, 2.75630, -4.02635], [6.41155, -1.86176, -3.05349], [5.00690, -2.54384, -3.04872], [4.68839, -3.14963, -1.67713], [3.28630, -2.96642, -1.62251], [2.90772, -2.08508, -2.52829], [1.76907, -1.59102, -2.68364], [3.98579, -1.61068, -3.15939], [6.54390, -1.08091, -2.30460], [6.49671, -1.24950, -3.95126], [7.15851, -2.65342, -3.11219], [4.96095, -3.23629, -3.88926], [5.22903, -2.65496, -0.87021], [4.94695, -4.17947, -1.92347], [0.71240, -1.02984, 4.30202], [-0.61692, -1.68765, 4.58162], [-1.73795, -0.70723, 4.93861], [-2.58068, -0.95871, 3.86705], [-2.18115, -1.94236, 3.05330], [-2.78504, -2.21915, 1.97859], [-1.09110, -2.43169, 3.50865], [0.86681, -0.83137, 3.24143], [1.57513, -1.60497, 4.63820], [0.69408, -0.02861, 4.73248], [-0.48048, -2.36378, 5.42562], [-1.35772, 0.30480, 5.07766], [-2.25158, -1.00396, 5.85307], [-2.49368, 2.51004, 3.71999], [-1.57442, 3.12475, 4.74388], [-0.02967, 2.86562, 4.56112], [0.52989, 4.12255, 4.67616], [-0.47245, 5.02472, 4.79312], [-0.30495, 6.26054, 4.95769], [-1.72505, 4.51840, 4.73812], [-3.21599, 1.87731, 4.23574], [-1.92743, 1.71658, 3.23226], [-3.02448, 3.16150, 3.02576], [-1.75418, 2.78343, 5.76334], [0.25082, 2.30544, 3.66914], [0.39493, 2.23121, 5.33915], [4.74118, 0.97087, -0.00978], [4.52818, 2.10119, -1.14173], [4.94973, 1.66059, -2.55696], [3.97474, 2.16152, -3.42686], [2.88728, 2.55839, -2.60870], [1.87373, 3.20663, -2.99584], [3.17841, 2.47411, -1.37845], [4.17445, 0.06781, -0.23658], [4.56176, 1.18518, 1.04377], [5.71907, 0.61421, 0.31366], [5.14920, 2.95086, -0.85804], [5.00693, 0.59892, -2.79711], [5.84407, 2.20481, -2.86041]],
  "atomic_forces_ev_per_a": [[0.8, -0.2, 0.0], [2.8, 2.3, -0.7], [-0.9, -0.8, 2.2], [0.4, -4.0, 3.9], [-1.0, 0.0, -0.5], [0.1, 2.2, -2.3], [0.8, -0.1, 0.6], [0.0, 0.6, -0.7], [0.9, 2.5, 1.1], [-1.3, -0.9, -1.9], [-6.0, 1.9, 0.5], [1.5, -1.1, 1.0], [-0.3, -0.9, -1.7], [-0.4, 0.1, -0.2], [2.2, 0.3, 1.6], [0.4, -0.3, 0.3], [1.9, 0.3, -1.1], [1.5, 2.1, 2.2], [-1.2, -3.0, 0.3], [-0.3, 1.1, 0.2], [1.4, 1.2, -0.4], [0.8, -2.0, -1.7], [1.9, -0.9, 1.2], [-2.4, 1.0, -1.6], [-2.4, -2.6, -2.6], [-0.9, -2.0, -0.7], [0.7, -1.0, 2.7], [-0.2, 2.4, 0.1], [-0.1, 0.6, -0.4], [2.5, 1.1, 0.2], [0.5, -0.6, -0.4], [-2.3, -0.2, 1.0], [-1.4, 0.2, -1.2], [3.2, 0.7, 1.1], [1.2, -0.8, -2.4], [-2.0, 0.1, 0.1], [-0.3, 1.3, 0.7], [1.2, -0.7, -0.5], [-2.2, 1.5, -1.3], [0.1, -0.7, 0.8], [0.1, -0.4, -0.5], [0.2, 0.4, 0.4], [-0.2, -0.2, 0.2], [-0.4, -0.3, 0.1], [-0.3, -0.4, 1.6], [0.3, 0.5, -0.7], [1.6, 0.4, 2.9], [0.9, -1.5, 0.9], [-2.6, 0.9, -2.2], [-2.3, 1.8, -1.9], [1.3, -0.1, 2.3], [0.6, -2.1, -1.8], [-0.2, -0.2, -0.2], [-0.2, 0.1, 0.2], [0.3, -0.2, 0.4], [0.0, -0.2, -0.2], [-0.5, 0.1, -0.7], [0.0, 0.1, 0.0], [-0.1, -1.9, 0.6], [0.4, -1.0, 0.2], [-0.9, -1.4, 0.2], [-0.3, 1.3, -0.3], [0.2, 6.8, 0.9], [-0.1, -5.1, -0.8], [1.8, 0.0, -0.1], [-0.6, 0.4, 0.1], [0.1, 0.3, -0.8], [0.5, 0.1, 0.2], [-0.6, -0.1, 0.0], [-0.1, 0.6, -0.7], [-0.3, 0.1, 0.5], [-0.9, 0.0, -0.1], [3.3, -2.6, 1.4], [1.5, -0.3, 0.3], [-5.5, 1.9, 0.3], [5.1, -0.1, -1.0], [-0.4, -0.5, -0.5], [-2.4, 0.3, 1.0], [-0.2, 0.1, -0.2], [-1.4, 1.1, -0.2], [1.0, 0.4, -1.7], [-0.7, 0.4, 0.0], [0.2, 0.0, 0.6], [0.3, -0.4, 0.1]],
  "lumo_ev": [-8.01, -12.12],
  "charge": 2,
  "spin_multiplicity": 11
}